[1]
A molecular structure, C8H15N. Source: OMol25; level of theory: the ωB97M-V functional and the def2-TZVPD basis.

Structure (XYZ):
```
24
Properties=species:S:1:pos:R:3:forces:R:3
H 1.246 0.419 1.340 -0.01 0.00 -0.06
H -2.935 0.181 1.611 -0.03 0.03 0.07
H -1.631 0.166 -1.534 0.07 0.18 -0.16
H -1.369 -0.247 2.293 0.03 0.03 0.22
H 1.851 -1.662 -0.068 0.13 -0.10 0.00
H -0.164 -1.886 1.193 -0.08 -0.14 -0.19
C 1.152 -0.883 -0.362 -0.62 -0.28 0.36
H -3.255 -0.215 -0.959 -0.10 -0.01 -0.04
H 1.027 -0.836 -1.437 0.02 0.00 -0.16
H -2.272 -1.475 -1.711 -0.08 -0.03 -0.19
H -0.480 -2.395 -0.379 0.03 -0.14 0.17
H 3.581 0.058 0.606 0.07 -0.11 0.05
H -0.516 3.136 -1.322 -0.31 0.43 -0.27
C 1.473 0.454 0.266 0.25 -0.22 0.01
C -2.245 -0.605 -1.054 0.27 -0.34 0.42
C 2.966 0.800 0.104 -0.13 -0.05 0.10
H 3.233 0.820 -0.949 0.02 0.01 -0.10
C -1.709 -0.978 0.301 -0.74 0.41 0.10
C 0.679 1.509 -0.340 -0.15 0.24 -0.04
C -1.876 0.063 1.380 0.07 -0.36 -0.33
N -0.493 -1.619 0.270 0.96 0.37 -0.25
H 3.176 1.775 0.533 0.06 0.14 0.05
H -1.492 1.044 1.088 0.04 0.19 0.06
C 0.052 2.378 -0.872 0.23 -0.25 0.17
```
Forces are in eV/Å.

The calculation puts the HOMO-LUMO gap (alpha / beta) at 6.5 / 6.5 eV. The highest occupied orbital energy (alpha / beta) is -5.7 / -5.7 eV. For the lowest unoccupied orbital energy (alpha / beta), the calculation gives 0.8 / 0.8 eV. The energy relative to the best compared isomer or geometry (same formula, charge and spin) is 122.2 kcal per mole.

[2]
A molecular structure, C3H10Cl3N2O2Pt. Source: OMol25; level of theory: the ωB97M-V functional and the def2-TZVPD basis.

Structure (XYZ):
```
21
Properties=species:S:1:pos:R:3:forces:R:3
H 1.618 -0.035 -1.938 0.15 -0.12 -0.09
H 0.260 -0.746 -2.508 0.07 -0.22 -0.55
C -0.774 1.926 1.847 0.51 -2.31 -1.18
H -2.394 -0.314 -1.341 0.11 0.01 0.00
N 0.847 -0.659 -1.688 0.49 -0.47 -1.53
Cl -1.021 1.231 4.470 -0.23 0.39 -0.18
C -1.609 2.288 3.145 0.52 0.03 -0.78
H 2.504 -0.113 0.665 -0.60 -0.02 0.13
Pt -0.178 0.032 -0.161 0.20 -0.35 0.57
H 1.237 -1.582 -1.500 0.22 -0.21 -0.12
H -1.377 1.223 -1.086 -0.72 -0.09 -0.52
O 0.039 2.665 1.290 -1.37 -0.20 1.36
O -1.038 0.676 1.525 -0.84 2.85 1.81
Cl -1.341 3.989 3.522 -0.22 -0.07 0.30
H 1.545 -0.917 1.726 -0.07 0.39 -0.26
H -3.158 1.271 -1.175 -0.01 -0.01 0.02
H 1.577 0.738 1.714 -0.10 -0.08 -0.08
Cl -3.336 1.964 2.814 0.38 0.21 0.28
N 1.573 -0.090 1.116 2.02 -0.40 1.07
H -2.228 0.902 -2.642 0.06 -0.08 0.04
C -2.283 0.745 -1.563 -0.57 0.73 -0.27
```
Forces are in eV/Å.

The calculation puts the HOMO-LUMO gap (alpha / beta) at 2.8 / 7.5 eV. The highest occupied orbital energy (alpha / beta) is -0.2 / -5.0 eV. As for the charge: -1. For the lowest unoccupied orbital energy (alpha / beta), the calculation gives 2.6 / 2.6 eV. As for the multiplicity: 3.

| no. | E_tot (eV) | largest force on an atom (eV/Å) |
| --- | --- | --- |
| 1 | -10024.076 | 1.1 |
| 2 | -51161.447 | 3.5 |